<w>
C49H38AsIrN5O11S4 as an isolated structure, computed with ωB97M-V/def2-TZVPD.

Calculated values
- orbital gap (spin up / spin down) (eV) = 7.58 / 6.08
- <S²> = 0.753
- 2S+1 = 2
- E_LUMO (spin up / spin down) (eV) = -0.28 / -1.78

Positions of all 109 atoms, in Å:
Ir: 0.58 0.22 -0.13
O: 0.55 1.85 5.66
C: 0.50 1.48 4.37
C: -0.66 1.58 3.60
C: -0.61 1.16 2.29
N: 0.52 0.67 1.81
C: 1.66 0.60 2.49
C: 1.68 0.98 3.81
C: 2.82 0.13 1.64
O: 3.91 -0.12 2.09
O: 2.50 0.05 0.36
C: -1.72 1.15 1.26
O: -2.82 1.60 1.51
O: -1.35 0.60 0.13
H: -0.31 2.22 5.94
H: -1.59 1.98 3.99
H: 2.60 0.93 4.38
O: 0.13 2.06 -3.47
As: 1.39 0.88 -3.22
O: 1.65 0.07 -4.60
O: 0.85 -0.23 -1.97
C: 3.00 1.69 -2.53
C: 4.12 1.38 -3.30
C: 5.38 1.80 -2.92
C: 5.54 2.53 -1.74
C: 4.44 2.85 -0.97
C: 3.17 2.44 -1.36
S: 1.83 3.11 -0.41
O: 1.57 4.42 -0.92
O: 2.17 2.97 0.99
O: 0.65 2.20 -0.76
H: -0.08 2.51 -2.64
H: 3.97 0.79 -4.20
H: 6.24 1.56 -3.53
H: 6.52 2.85 -1.43
H: 4.55 3.42 -0.06
N: -2.37 -1.47 -2.02
S: -4.74 -2.19 -0.41
N: -1.71 -2.26 -2.40
S: -1.02 -4.38 -0.31
N: 0.59 -4.29 -0.46
S: 1.29 -2.87 -0.06
N: 0.41 -1.75 0.32
C: 2.46 -2.69 -1.38
C: 3.76 -2.27 -1.13
C: 4.60 -2.06 -2.21
C: 4.15 -2.26 -3.50
C: 2.84 -2.66 -3.74
C: 1.99 -2.88 -2.68
C: 2.31 -3.42 1.31
C: 2.04 -2.85 2.54
C: 2.72 -3.31 3.67
C: 3.65 -4.33 3.54
C: 3.91 -4.90 2.30
C: 3.23 -4.45 1.18
C: -1.34 -5.76 -1.39
C: -1.24 -5.52 -2.75
C: -1.52 -6.54 -3.64
C: -1.90 -7.79 -3.17
C: -1.99 -8.02 -1.81
C: -1.71 -7.00 -0.90
C: -1.39 -5.05 1.29
C: -0.38 -5.49 2.13
C: -0.71 -5.89 3.42
C: -2.03 -5.83 3.85
C: -3.04 -5.39 3.00
C: -2.72 -4.98 1.71
C: -4.21 -1.76 1.22
C: -2.85 -1.86 1.51
C: -2.40 -1.67 2.80
C: -3.28 -1.35 3.81
C: -4.64 -1.22 3.53
C: -5.10 -1.44 2.24
C: -5.62 -0.77 -0.99
C: -5.50 0.49 -0.42
C: -6.18 1.56 -0.98
C: -6.98 1.39 -2.10
C: -7.08 0.13 -2.67
C: -6.41 -0.95 -2.12
H: 4.10 -2.07 -0.13
H: 5.62 -1.73 -2.03
H: 4.82 -2.08 -4.34
H: 2.47 -2.76 -4.75
H: 0.96 -3.17 -2.85
H: 1.31 -2.06 2.61
H: 2.52 -2.87 4.63
H: 4.19 -4.68 4.42
H: 4.64 -5.69 2.21
H: 3.41 -4.90 0.21
H: -0.94 -4.54 -3.12
H: -1.44 -6.36 -4.70
H: -2.13 -8.58 -3.87
H: -2.28 -8.99 -1.44
H: -1.78 -7.19 0.16
H: 0.63 -5.53 1.77
H: 0.07 -6.23 4.09
H: -2.28 -6.13 4.86
H: -4.06 -5.33 3.34
H: -3.49 -4.61 1.05
H: -2.14 -2.07 0.72
H: -1.34 -1.77 3.01
H: -2.93 -1.19 4.83
H: -5.34 -0.96 4.31
H: -6.16 -1.37 2.02
H: -4.85 0.66 0.42
H: -6.08 2.54 -0.53
H: -7.51 2.23 -2.53
H: -7.70 -0.02 -3.55
H: -6.49 -1.93 -2.57

These are the Löwdin partial charges, in e, on atoms 1 to 6:
1 Ir 1.5752
2 O 0.0930
3 C -0.2567
4 C 0.0979
5 C -0.1426
6 N -0.0287

<x>
C49H38AsIrN5O11S4 as an isolated structure, computed with ωB97M-V/def2-TZVPD.

Calculated values
- orbital gap (spin up / spin down) (eV) = 7.32 / 5.80
- <S²> = 0.787
- 2S+1 = 2
- E_LUMO (spin up / spin down) (eV) = -0.35 / -1.90

Positions of all 109 atoms, in Å:
Ir: 1.89 0.54 0.45
O: 0.11 5.54 3.17
C: 0.55 4.39 2.60
C: 1.77 3.81 2.95
C: 2.15 2.68 2.26
N: 1.35 2.17 1.35
C: 0.13 2.65 1.04
C: -0.29 3.81 1.65
C: -0.52 1.77 0.04
O: -2.91 2.52 -0.38
O: 0.09 0.77 -0.37
C: 3.43 1.86 2.45
O: 4.22 2.20 3.30
O: 3.55 0.83 1.65
H: 0.82 5.93 3.69
H: 2.43 4.24 3.68
H: -1.22 4.29 1.39
O: 4.94 3.00 -1.60
As: 3.21 3.10 -1.22
O: 2.96 4.00 0.11
O: 2.86 1.44 -1.09
C: 2.67 3.91 -2.91
C: 3.70 4.13 -3.83
C: 3.46 4.80 -5.02
C: 2.20 5.28 -5.31
C: 1.16 5.07 -4.41
C: 1.39 4.39 -3.23
S: -0.08 4.09 -2.23
O: -1.13 3.79 -3.19
O: -0.32 5.25 -1.40
O: 0.34 2.91 -1.46
H: 5.39 2.71 -0.79
H: 4.69 3.77 -3.61
H: 4.28 4.95 -5.72
H: 2.01 5.82 -6.24
H: 0.16 5.41 -4.63
N: 0.87 -0.33 2.00
S: 0.15 -1.51 2.44
N: -1.22 -2.03 1.69
S: -1.70 -1.38 0.36
N: -0.94 -1.68 -0.92
S: 0.63 -1.57 -1.49
N: 1.83 -1.32 -0.68
C: 0.74 -3.21 -2.19
C: 1.91 -3.46 -2.88
C: 2.13 -4.72 -3.41
C: 1.17 -5.72 -3.24
C: 0.00 -5.45 -2.55
C: -0.22 -4.19 -2.02
C: 0.31 -0.57 -2.94
C: 1.31 0.29 -3.34
C: 1.10 1.07 -4.47
C: -0.09 0.98 -5.17
C: -1.08 0.08 -4.77
C: -0.88 -0.70 -3.65
C: -2.26 0.33 0.71
C: -2.79 0.48 1.95
C: -3.34 1.63 2.54
C: -3.61 2.87 1.93
C: -3.44 3.22 0.62
C: -1.98 1.46 -0.28
C: -3.25 -2.19 0.08
C: -3.71 -3.19 0.92
C: -4.91 -3.81 0.62
C: -5.64 -3.42 -0.49
C: -5.18 -2.41 -1.32
C: -3.97 -1.78 -1.04
C: -0.45 -1.29 4.10
C: -1.25 -2.25 4.70
C: -1.72 -2.01 5.98
C: -1.38 -0.84 6.64
C: -0.58 0.11 6.03
C: -0.10 -0.11 4.74
C: 1.06 -3.04 2.51
C: 2.00 -3.18 3.52
C: 2.85 -4.27 3.50
C: 2.77 -5.19 2.46
C: 1.84 -5.03 1.45
C: 0.97 -3.95 1.47
H: 2.66 -2.68 -2.99
H: 3.04 -4.93 -3.96
H: 1.34 -6.70 -3.66
H: -0.75 -6.22 -2.42
H: -1.14 -3.96 -1.48
H: 2.21 0.39 -2.75
H: 1.86 1.77 -4.78
H: -0.26 1.62 -6.03
H: -2.00 0.01 -5.32
H: -1.64 -1.41 -3.32
H: -2.78 -0.40 2.59
H: -3.62 1.53 3.58
H: -4.06 3.64 2.54
H: -3.79 4.17 0.26
H: -1.93 1.08 -1.30
H: -3.12 -3.47 1.78
H: -5.28 -4.59 1.26
H: -6.58 -3.90 -0.72
H: -5.75 -2.10 -2.19
H: -3.59 -1.00 -1.69
H: -1.50 -3.16 4.17
H: -2.34 -2.75 6.47
H: -1.75 -0.66 7.65
H: -0.31 1.02 6.55
H: 0.53 0.60 4.23
H: 2.08 -2.44 4.31
H: 3.59 -4.39 4.28
H: 3.45 -6.04 2.44
H: 1.79 -5.74 0.63
H: 0.25 -3.81 0.68

These are the Löwdin partial charges, in e, on atoms 1 to 6:
1 Ir 1.3816
2 O 0.0880
3 C -0.2540
4 C 0.0881
5 C -0.1800
6 N -0.0553

Relative energy of each structure, in kcal/mol: <w> 0.0; <x> 204.3.